(1)
ORCA calculation (the ωB97M-V functional and the def2-TZVPD basis) on an isolated molecule of C19H19N5O5S at a distorted geometry.

```
49
Properties=species:S:1:pos:R:3:lowdin_charge:R:1
C -3.190 -4.253 -6.464 -0.0338
H -4.138 -4.329 -7.195 0.1122
H -2.336 -3.878 -7.255 0.1255
H -2.919 -5.125 -6.111 -0.0058
O -3.636 -3.062 -5.508 -0.1389
C -2.676 -2.893 -4.380 -0.0648
C -3.175 -2.094 -3.323 0.0015
C -2.248 -1.475 -2.516 -0.2339
C -2.788 -0.612 -1.574 -0.0202
C -2.309 0.047 -0.493 -0.0256
C -0.804 0.535 -0.531 -0.1423
N 0.035 0.679 -1.563 0.2279
H -0.582 0.443 -2.461 0.2036
H 0.717 1.156 -1.514 -0.0397
N -0.565 1.436 0.528 -0.0254
C -1.424 1.397 1.814 -0.4578
N -2.754 1.008 1.819 0.1356
C -3.179 0.265 0.779 -0.5319
O -4.247 -0.133 0.580 0.1157
S -0.547 2.289 2.975 1.0960
C 0.823 2.625 1.760 -0.4472
N 0.732 1.823 0.808 0.1017
C 2.100 3.191 2.121 -0.1144
H 2.127 4.040 1.621 0.1004
H 2.171 3.715 2.961 0.1048
C 3.248 2.416 1.734 -0.6425
O 3.856 2.862 0.963 0.2203
N 3.596 1.291 2.453 -0.0283
C 2.743 0.881 3.863 -0.0308
H 1.820 1.492 3.956 0.0784
H 2.502 -0.127 3.481 0.1307
C 3.710 1.062 4.894 -0.1451
O 4.840 0.093 4.690 -0.0880
C 5.456 0.665 3.630 -0.3156
H 6.356 -0.055 3.525 0.1442
C 4.804 0.411 2.249 -0.0649
H 5.218 1.078 1.345 0.1720
H 4.332 -0.698 2.275 0.1685
H 5.956 1.580 3.752 0.1147
H 3.347 0.444 5.911 0.2049
H 3.861 1.851 5.210 -0.0035
H -3.834 -0.734 -1.365 0.1238
C -0.955 -2.070 -2.233 -0.0088
C -0.585 -2.916 -3.141 -0.0196
C -1.120 -3.341 -4.406 -0.2375
O -0.862 -4.175 -5.355 -0.0306
H 0.352 -3.429 -3.137 0.1160
H -0.579 -1.876 -1.486 -0.0088
H -4.032 -1.683 -3.737 0.1074
```

Computed properties:
net charge: 0
frontier orbital gap: 5.44 eV
SMILES: COC1=C/C(=C/c2c(N)n3nc(CC(=O)N4CCOCC4)sc3nc2=O)C=CC1=O

=====

(2)
ORCA calculation (the ωB97M-V functional and the def2-TZVPD basis) on a cluster of 10 separate species, C16H52N8O10 in total at a distorted geometry.

```
86
Properties=species:S:1:pos:R:3:lowdin_charge:R:1
C -4.542 -1.321 -0.235 -0.1342
O -5.097 -1.537 1.042 -0.1056
H -4.738 -1.978 -1.047 0.0716
H -3.429 -1.399 -0.115 0.0790
H -4.710 -0.257 -0.492 0.0774
H -5.813 -0.929 1.170 0.0880
C -4.041 -1.840 -4.562 -0.1347
O -3.199 -1.457 -3.510 -0.1671
H -4.251 -1.056 -5.215 0.0559
H -4.764 -2.594 -4.324 0.0773
H -3.209 -2.485 -5.026 0.1045
H -2.337 -1.125 -3.754 0.0016
C 1.373 2.147 2.091 -0.1528
O 0.542 1.521 1.159 -0.1333
H 1.224 1.790 3.082 0.0739
H 1.143 3.203 2.171 0.0881
H 2.469 2.207 2.035 0.0764
H 0.015 0.906 1.630 0.0080
C -1.976 -0.988 3.314 -0.6227
O -1.626 -2.165 3.994 -0.1301
N -1.364 0.122 3.429 0.1697
N -2.944 -0.848 2.460 0.1540
H -0.599 0.099 4.114 0.1501
H -1.499 0.992 2.918 0.0426
H -3.692 -1.468 2.218 0.0942
H -2.966 0.146 2.137 0.0612
C -3.081 2.377 2.071 -0.5947
O -4.048 3.052 2.801 -0.0848
N -1.790 2.557 2.305 0.1512
N -3.298 1.467 1.231 0.1552
H -1.542 3.142 3.085 0.1411
H -1.043 2.416 1.648 0.0809
H -4.297 1.302 1.184 0.1436
H -2.796 1.277 0.358 0.0769
C -1.695 1.795 -1.675 -0.6361
O -2.237 2.728 -2.557 -0.1294
N -0.409 1.686 -1.508 0.1943
N -2.373 0.809 -1.226 0.1336
H 0.182 2.449 -1.830 0.1507
H -0.118 1.165 -0.719 0.0572
H -3.329 0.792 -1.626 0.1449
H -1.853 0.055 -0.784 0.0672
C 0.287 -0.715 -4.626 -0.6155
O 1.559 -0.678 -4.081 -0.0913
N -0.725 -0.080 -4.150 0.1642
N 0.097 -1.094 -5.821 0.1870
H -0.501 0.286 -3.250 0.0686
H -1.576 0.389 -4.588 0.1837
H 1.014 -1.381 -6.232 0.1656
H -0.803 -1.050 -6.213 0.1069
C 3.299 -0.703 2.898 -0.0224
C 4.260 0.150 3.751 -0.5910
C 5.413 0.659 2.940 -0.0623
O 3.704 1.237 4.153 -0.0431
H 2.932 -1.579 3.388 0.0775
H 3.846 -1.101 1.992 0.0928
H 2.581 -0.063 2.414 0.0274
H 4.542 -0.309 4.665 0.1288
H 6.105 1.082 3.667 0.0724
H 5.120 1.483 2.278 0.0832
H 6.067 -0.123 2.465 0.1025
H 4.361 1.820 4.626 0.1456
C 3.849 -1.057 -1.584 0.0052
C 3.161 0.340 -1.452 -0.6553
C 3.586 1.331 -0.337 0.0041
O 3.056 1.023 -2.417 0.0514
H 3.634 -1.560 -0.639 0.0696
H 4.888 -1.071 -1.703 0.0524
H 3.480 -1.547 -2.437 0.0519
H 2.089 0.020 -1.370 0.1012
H 3.659 0.817 0.635 0.0476
H 2.854 2.068 -0.169 0.0450
H 4.533 1.798 -0.550 0.0873
H 2.734 0.483 -3.085 0.0416
C -0.051 -1.927 -1.178 -0.0058
C -0.386 -1.741 0.295 -0.6254
C 0.901 -1.559 1.051 -0.0329
O -1.005 -0.698 0.411 -0.0734
H -0.904 -2.047 -1.761 0.0401
H 0.628 -2.731 -1.542 0.1150
H 0.361 -0.930 -1.530 0.0684
H -0.919 -2.585 0.698 0.1556
H 1.655 -1.051 0.434 0.0667
H 1.262 -2.563 1.291 0.1057
H 0.742 -1.025 1.984 0.0625
H -1.626 -0.756 1.199 0.0960
```

Computed properties:
net charge: 0
frontier orbital gap: 8.76 eV
SMILES: NC(N)=O.NC(N)=O.NC(N)=O.NC(N)=O.CC(C)O.CC(C)O.CC(C)O.CO.CO.CO

=====

(3)
ORCA calculation (the ωB97M-V functional and the def2-TZVPD basis) on a cluster of 3 separate species, C2H12N2O2 in total at a distorted geometry.

```
18
Properties=species:S:1:pos:R:3:lowdin_charge:R:1
N -1.212 0.593 0.120 -0.0367
C 0.081 1.059 -0.312 -0.3361
C 1.307 0.410 0.393 -0.1961
N 0.999 0.512 1.971 -0.0289
H -1.793 1.318 0.566 0.0795
H -1.073 -0.265 0.639 0.0635
H 0.196 0.989 -1.436 0.1091
H 0.103 2.155 -0.062 0.1116
H 2.225 1.087 0.052 0.1293
H 1.540 -0.590 0.188 0.0581
H 0.184 1.086 2.016 0.0052
H 1.732 0.756 2.662 0.0579
H 1.466 -3.105 3.706 0.0563
H 2.018 -1.857 4.069 -0.0666
O 2.278 -2.694 4.049 -0.0058
H -3.980 -0.684 -5.711 0.0135
H -2.981 -0.321 -6.958 0.0810
O -3.090 -0.447 -5.952 -0.0946
```

Computed properties:
net charge: 0
frontier orbital gap: 9.96 eV
SMILES: NCCN.O.O

=====

(4)
ORCA calculation (the ωB97M-V functional and the def2-TZVPD basis) on the ion H2N2O4P with charge -1 at a distorted geometry.

```
9
Properties=species:S:1:pos:R:3:lowdin_charge:R:1
N 1.395 0.149 -0.100 -0.0842
N -1.196 0.588 -0.066 -0.4715
O -0.271 -1.371 1.180 -0.3190
O -0.759 1.654 0.339 -0.0349
O -2.388 0.376 -0.106 0.0074
O -0.338 -1.545 -1.316 -0.3519
P -0.079 -0.730 -0.113 0.1797
H 2.095 0.516 -0.724 0.0303
H 1.541 0.362 0.906 0.0441
```

Computed properties:
net charge: -1
frontier orbital gap: 9.72 eV
SMILES: N[P@](=O)([O-])[N+](=O)[O-]

=====

(5)
ORCA calculation (the ωB97M-V functional and the def2-TZVPD basis) on the ion C3H9NS with charge +1 at a distorted geometry.

```
14
Properties=species:S:1:pos:R:3:lowdin_charge:R:1
C -1.061 -0.252 -0.779 -0.2206
C 0.128 0.411 0.222 -0.2146
C 1.498 -0.220 0.109 -0.4473
S 2.926 0.865 0.733 1.1471
N -2.285 -0.366 0.072 -0.0253
H -1.143 0.270 -1.725 0.1063
H -0.850 -1.242 -1.058 0.0827
H -0.066 0.177 1.391 0.1641
H 0.045 1.416 -0.040 0.0714
H 1.248 -1.234 0.467 0.1203
H 1.714 -0.403 -0.936 0.0867
H 3.357 0.315 1.870 -0.0623
H -2.947 -0.285 -0.794 0.1180
H -2.564 0.550 0.466 0.0736
```

Computed properties:
net charge: +1
expectation value of S²: 0.754
frontier orbital gap (spin up / spin down): 9.55 / 4.39 eV
multiplicity: 2

=====

(6)
ORCA calculation (the ωB97M-V functional and the def2-TZVPD basis) on a structure of composition C10H18N3SeV.

```
33
Properties=species:S:1:pos:R:3:lowdin_charge:R:1
V 0.162 -0.896 -0.167 0.3534
N -0.900 -2.651 0.582 -0.0520
C -1.866 -3.179 -0.418 -0.2021
C -2.483 -2.007 -1.149 -0.1730
N -1.442 -1.046 -1.609 -0.1582
C -0.895 -1.321 -2.967 -0.1731
C 0.302 -2.244 -2.907 -0.2020
N 1.240 -1.737 -1.870 -0.0508
H -1.394 -2.338 1.414 0.1024
H -0.302 -3.398 0.925 0.1100
H -1.316 -3.831 -1.093 0.1074
H -2.647 -3.780 0.046 0.1281
H -3.096 -2.349 -1.985 0.1292
H -3.139 -1.460 -0.471 0.1318
H -1.897 -0.141 -1.665 0.1209
H -1.666 -1.729 -3.623 0.1292
H -0.592 -0.360 -3.385 0.1315
H 0.017 -3.255 -2.624 0.1075
H 0.773 -2.304 -3.888 0.1281
H 1.928 -2.448 -1.636 0.1103
H 1.799 -0.974 -2.244 0.1020
Se 0.688 0.933 0.952 0.6999
C 1.138 2.531 1.906 -0.6101
C 1.170 2.509 3.293 -0.1320
C 1.502 3.668 3.983 -0.0753
C 1.797 4.833 3.289 -0.0765
C 1.763 4.844 1.901 -0.0762
C 1.432 3.691 1.202 -0.1318
H 0.941 1.599 3.831 0.0984
H 1.529 3.657 5.065 0.1089
H 2.056 5.734 3.831 0.1079
H 1.994 5.752 1.359 0.1086
H 1.405 3.697 0.121 0.0978
```

Computed properties:
net charge: +1
expectation value of S²: 0.756
frontier orbital gap (spin up / spin down): 7.87 / 7.41 eV
multiplicity: 2

=====

The evaluated relative energy (zero: lowest compared OMol25 entry of this formula, charge and spin) for the records listed, in turn: 411.3 302.0 46.2 25.0 56.8 1.5 kcal per mole.
The evaluated E_tot for the records listed, in turn: -48516.224 -49822.343 -9342.197 -20492.839 -15571.153 -106159.941 eV.